Entry 1:
Here is an isolated molecule of C5H9N3 from the Open Molecules 2025 dataset. Energies are from ωB97M-V/def2-TZVPD.

Results
Max |F|, eV/A: 6.44
SMILES: C[C@@H]1N=CC=C1NN
Orbital gap, Eh: 0.3310
Total charge: 0
Highest occupied orbital energy, eV: -8.246
E_tot, Ha: -360.01203

Positions of all 17 atoms, in Å:
C  -1.288127  1.578949  0.367836
C  -0.950192  0.451194  -0.465861
C  -1.464182  -1.527889  0.031645
C  0.054286  -1.631927  0.192832
C  0.260171  -0.305699  0.031091
H  -1.734205  1.104365  1.426960
H  -2.207457  2.059044  -0.328756
H  -0.528506  2.463937  0.824248
H  -0.631618  0.964768  -1.529356
H  -2.072197  -2.521098  0.122545
H  0.502641  -2.558491  0.538363
H  1.654317  1.444655  -0.495462
H  3.187001  -0.545789  0.815561
H  2.949664  -0.810828  -0.884644
N  -2.048468  -0.462693  -0.418030
N  1.463868  0.368792  -0.116782
N  2.853010  -0.071287  -0.112185

Cartesian forces (eV/Å) of the 3 atoms listed first:
-3.21 4.05 3.84
2.99 0.95 -2.34
-1.20 -3.75 -0.82

Atomic partial charges in e from the natural (NBO) method, atoms 1 to 5:
1. C -0.618
2. C -0.157
3. C 0.114
4. C -0.431
5. C 0.227

=====

Entry 2:
Here is an isolated molecule of C5H9N3 from the Open Molecules 2025 dataset. Energies are from ωB97M-V/def2-TZVPD.

Results
Max |F|, eV/A: 4.38
SMILES: [H]/N=C1/NC=C[C@]1(C)N
Orbital gap, Eh: 0.3386
Total charge: 0
Highest occupied orbital energy, eV: -8.245
E_tot, Ha: -360.13971

Positions of all 17 atoms, in Å:
C  -1.147699  -0.118496  1.183587
C  -0.317797  -0.276037  -0.102265
C  0.774168  -1.315847  -0.178066
C  2.002796  -0.708749  -0.067474
C  0.547120  1.059773  -0.119981
H  -1.898071  -0.945105  1.362031
H  -0.456278  -0.106003  2.019492
H  -1.826516  0.806633  1.219054
H  -1.909861  0.468653  -1.484336
H  -1.826899  -1.207519  -1.252301
H  0.664509  -2.409219  -0.350338
H  2.882331  -1.299350  -0.241649
H  2.640156  1.238015  0.124333
H  -0.843527  2.213974  -0.381640
N  -1.303354  -0.322635  -1.297839
N  1.853127  0.654522  -0.169532
N  0.165793  2.267391  -0.263071

Cartesian forces (eV/Å) of the 3 atoms listed first:
-1.47 -0.58 0.69
-1.89 2.02 -1.22
1.19 -0.39 0.63

Atomic partial charges in e from the natural (NBO) method, atoms 1 to 5:
1. C -0.612
2. C 0.016
3. C -0.283
4. C -0.002
5. C 0.453

=====

Entry 3:
Here is a structure of composition C5H9N3 from the Open Molecules 2025 dataset. Energies are from ωB97M-V/def2-TZVPD.

Results
Max |F|, eV/A: 9.39
Orbital gap, Eh: 0.3219
Total charge: 0
Highest occupied orbital energy, eV: -8.464
E_tot, Ha: -359.85239

Positions of all 17 atoms, in Å:
C  -0.696772  2.135175  0.127710
C  -0.393366  0.818081  -0.145433
C  1.066828  0.284984  -0.018939
C  0.148646  -1.479240  0.973130
C  0.088393  0.003295  0.993321
H  -0.345771  2.716163  -0.925724
H  -1.799241  2.422432  0.187589
H  -0.214853  2.929744  0.786433
H  -2.111711  -0.973227  -0.597337
H  -2.500762  1.290376  -0.860239
H  2.112713  0.806702  0.293773
H  1.116012  -0.960775  -1.521113
H  -0.447084  -1.813631  1.745162
H  -0.152201  0.458758  1.917258
N  -1.544431  0.347842  -1.123365
N  1.384293  -0.907939  -0.641165
N  0.597354  -1.932805  -0.036119

Cartesian forces (eV/Å) of the 3 atoms listed first:
-0.29 9.09 -2.34
-1.22 -4.68 -0.91
3.15 4.44 0.03

Atomic partial charges in e from the natural (NBO) method, atoms 1 to 5:
1. C -0.631
2. C 0.052
3. C -0.060
4. C 0.056
5. C -0.341

=====

Entry 4:
Here is an isolated molecule of C5H9N3 from the Open Molecules 2025 dataset. Energies are from ωB97M-V/def2-TZVPD.

Results
Max |F|, eV/A: 8.29
SMILES: C1=NNCC12CNC2
Orbital gap, Eh: 0.3604
Total charge: 0
Highest occupied orbital energy, eV: -9.157
E_tot, Ha: -359.96353

Positions of all 17 atoms, in Å:
C  -1.280159  -0.346342  -0.966339
C  -1.312804  0.225802  1.045407
C  -0.225174  -0.071180  0.116140
C  0.735643  -1.113279  0.161613
C  0.761302  1.210908  -0.110454
H  -1.254384  0.114767  -1.898091
H  -1.595225  -1.415965  -1.316233
H  -3.082403  -0.687727  -0.123944
H  -1.671687  1.266326  1.754075
H  -1.710976  -0.558741  1.804241
H  0.595238  -1.994565  0.896605
H  0.653398  -1.247010  -0.892904
H  2.672795  -0.977893  -0.457345
H  0.589161  2.144901  -0.550748
N  -2.325618  0.278968  -0.149174
N  2.160772  -0.547070  0.314439
N  1.983594  0.828166  -0.264388

Cartesian forces (eV/Å) of the 3 atoms listed first:
-1.36 -1.03 -0.41
-7.00 1.55 4.16
0.29 4.18 -0.30

Atomic partial charges in e from the natural (NBO) method, atoms 1 to 5:
1. C -0.230
2. C -0.229
3. C -0.192
4. C -0.264
5. C 0.054

=====

Entry 5:
Here is the ion C5H9N3 with charge +2 from the Open Molecules 2025 dataset. Energies are from ωB97M-V/def2-TZVPD.

Results
Max |F|, eV/A: 4.64
Orbital gap (alpha / beta), Eh: 0.3291 / 0.3333
Total charge: +2
Highest occupied orbital energy (alpha / beta), eV: -19.588 / -19.680
E_tot, Ha: -359.32326

Positions of all 17 atoms, in Å:
C  0.421090  -1.950654  0.062270
C  -0.410100  -0.684243  -0.088194
C  1.646550  0.432630  -0.127091
C  2.840891  1.225895  -0.134722
C  -2.709165  0.427406  0.147115
N  1.621306  -1.839530  0.297729
N  0.343431  0.556629  -0.098036
N  -1.707768  -0.660304  0.036894
H  0.008442  -2.984580  -0.014339
H  3.594837  0.822544  -0.929412
H  3.187569  0.737356  0.827522
H  2.822529  2.261469  -0.285109
H  -3.570099  0.128960  -0.646514
H  -3.228553  0.289005  1.205993
H  -2.432335  1.457117  0.183341
H  -0.271053  1.359370  -0.307829
H  -2.157570  -1.579062  -0.129622

Cartesian forces (eV/Å) of the 3 atoms listed first:
-1.43 0.05 -0.74
-1.08 0.76 1.12
-0.74 -1.49 0.06

Atomic partial charges in e from the natural (NBO) method, atoms 1 to 5:
1. C -0.098
2. C 0.537
3. C 0.663
4. C -0.778
5. C -0.493

=====

Entry 6:
Here is an isolated molecule of C5H9N3O from the Open Molecules 2025 dataset. Energies are from ωB97M-V/def2-TZVPD.

Results
Max |F|, eV/A: 3.25
SMILES: [H]/N=C\C(=C)NC(=O)CN
Orbital gap, Eh: 0.3346
Total charge: 0
Highest occupied orbital energy, eV: -8.944
E_tot, Ha: -435.36420

Positions of all 18 atoms, in Å:
C  -0.620213  1.238361  0.687040
N  1.058815  -0.727383  0.647858
C  0.089639  -0.196383  1.427460
C  1.053863  -0.574523  -0.747899
N  -2.032654  1.283778  0.902307
C  -0.302383  -0.485673  -1.330431
C  2.176446  -0.473909  -1.465088
N  -1.329174  -1.170731  -0.978229
O  -0.133975  -0.497153  2.570353
H  1.765636  -1.305018  1.087810
H  -2.541632  0.741625  0.213473
H  -2.272142  0.944529  1.828284
H  -1.410652  -1.369587  0.017894
H  -0.128174  1.969857  1.334780
H  -0.345280  1.609490  -0.297890
H  -0.308781  -0.104662  -2.351388
H  2.128713  -0.362654  -2.534598
H  3.151950  -0.519964  -1.011735

Cartesian forces (eV/Å) of the 3 atoms listed first:
0.63 -1.20 2.65
0.74 -0.79 -0.01
-0.55 2.79 -1.57

Atomic partial charges in e from the natural (NBO) method, atoms 1 to 5:
1. C -0.312
2. N -0.649
3. C 0.677
4. C 0.091
5. N -0.835

=====

Entry 7:
Here is an isolated molecule of C5H9N3O from the Open Molecules 2025 dataset. Energies are from ωB97M-V/def2-TZVPD.

Results
Max |F|, eV/A: 3.25
SMILES: N#C[C@@]1(O)CCCN1N
Orbital gap, Eh: 0.3751
Total charge: 0
Highest occupied orbital energy, eV: -9.379
E_tot, Ha: -435.36528

Positions of all 18 atoms, in Å:
C  2.585249  -0.314884  0.363633
C  -0.276056  -1.469320  0.183124
C  0.642826  -1.058438  -0.966989
C  -0.752838  -0.148718  0.778702
C  1.453341  0.104313  -0.424208
N  3.504022  -0.627872  0.968899
N  0.388366  0.746438  0.811921
N  0.172099  2.076670  0.493120
O  1.719030  1.090835  -1.335092
H  -1.107738  -2.080017  -0.162608
H  0.292772  -2.027741  0.927359
H  1.284855  -1.880239  -1.280245
H  0.069392  -0.704413  -1.825435
H  -1.564277  0.266436  0.156064
H  -1.120924  -0.278789  1.801012
H  0.015932  2.617786  1.335771
H  -0.589807  2.226019  -0.175357
H  2.012491  1.876547  -0.850571

Cartesian forces (eV/Å) of the 3 atoms listed first:
0.51 0.08 0.05
0.09 0.26 0.05
0.12 0.09 0.03

Atomic partial charges in e from the natural (NBO) method, atoms 1 to 5:
1. C 0.236
2. C -0.408
3. C -0.428
4. C -0.245
5. C 0.291

=====

Entry 8:
Here is a cluster of 3 separate species, C5H9N3O in total from the Open Molecules 2025 dataset. Energies are from ωB97M-V/def2-TZVPD.

Results
Max |F|, eV/A: 5.69
Orbital gap, Eh: 0.2484
Total charge: 0
Highest occupied orbital energy, eV: -7.821
E_tot, Ha: -435.04931

Positions of all 18 atoms, in Å:
C  -0.952873  2.444390  -0.183098
C  -0.693299  0.979734  -0.418227
C  -1.403821  -0.084860  -0.676787
C  -0.483558  -1.273122  -0.803135
C  0.674049  -0.752046  0.038447
H  -0.474868  2.859665  0.755259
H  -2.124657  2.460878  -0.053090
H  -0.500615  3.307376  -0.925992
H  -2.386516  -0.036357  -1.283250
H  -0.515071  -1.668467  -1.915223
H  -1.149209  -2.117623  -0.261002
H  2.164318  -2.715753  1.902789
H  2.200922  -3.102448  -0.224179
H  0.714320  1.548147  2.002873
N  1.551826  -1.260290  0.823874
N  1.440788  -2.672133  0.856934
N  0.539840  0.618144  -0.089005
O  1.398424  1.464765  0.452810

Cartesian forces (eV/Å) of the 3 atoms listed first:
-1.77 2.32 -0.31
-0.64 3.77 0.71
-3.17 -0.59 -3.61

Atomic partial charges in e from the natural (NBO) method, atoms 1 to 5:
1. C -0.667
2. C 0.135
3. C -0.251
4. C -0.527
5. C 0.367

=====

Entry 9:
Here is an isolated molecule of C5H9N3O from the Open Molecules 2025 dataset. Energies are from ωB97M-V/def2-TZVPD.

Results
Max |F|, eV/A: 6.06
Orbital gap (alpha / beta), Eh: 0.2458 / 0.2458
Total charge: 0
Highest occupied orbital energy (alpha / beta), eV: -5.938 / -5.938
E_tot, Ha: -435.28612

Positions of all 18 atoms, in Å:
C  -1.627690  -0.044189  -0.005982
C  0.447426  -1.001027  -1.102462
N  -1.192731  0.529133  -1.279971
C  -0.525277  -0.642178  -2.158142
C  0.603390  0.552432  1.022174
C  -0.139728  -0.076610  0.020631
N  0.304520  0.225304  2.375636
N  1.977394  0.802992  0.863482
O  -0.749095  -0.882322  -3.298209
H  -1.668273  1.395009  -1.541888
H  2.288937  0.933339  -0.088238
H  0.723555  0.884603  3.020848
H  -0.687375  0.158492  2.550069
H  2.585655  0.134274  1.341664
H  -2.199355  -0.968612  -0.070688
H  -2.075523  0.708702  0.639807
H  0.481492  -2.078301  -0.933768
H  1.452679  -0.631040  -1.354963

Cartesian forces (eV/Å) of the 3 atoms listed first:
1.49 0.04 -0.62
-0.29 0.97 0.61
-2.36 -0.26 -3.96

Atomic partial charges in e from the natural (NBO) method, atoms 1 to 5:
1. C -0.267
2. C -0.552
3. N -0.642
4. C 0.731
5. C 0.163

=====

Entry 10:
Here is an isolated molecule of C5H9N3O from the Open Molecules 2025 dataset. Energies are from ωB97M-V/def2-TZVPD.

Results
Max |F|, eV/A: 3.47
SMILES: [H]/N=C(\N)N1C=C[C@H](O)C1
Orbital gap, Eh: 0.3297
Total charge: 0
Highest occupied orbital energy, eV: -8.249
E_tot, Ha: -435.40185

Positions of all 18 atoms, in Å:
C  1.654604  0.165571  0.153825
C  -0.579621  -0.930058  -0.372350
C  -1.964750  -0.225686  -0.222210
C  -1.650800  1.251342  -0.430624
C  -0.305887  1.447821  -0.259036
H  1.879506  -1.758255  -0.677815
H  3.283875  -1.058515  0.093564
H  3.241157  0.910329  0.721548
H  -0.398096  -1.595754  0.492895
H  -0.497792  -1.540611  -1.263695
H  -2.696872  -0.709957  -0.905258
H  -2.050032  -0.057311  1.783043
H  -2.503447  1.947533  -0.374084
H  0.285417  2.316127  -0.198959
N  2.291674  -1.089929  -0.002833
N  2.236515  1.187364  0.684517
N  0.357631  0.230208  -0.278014
O  -2.583076  -0.490212  1.055490

Cartesian forces (eV/Å) of the 3 atoms listed first:
1.18 -0.63 0.20
0.04 1.00 1.51
-0.20 -0.81 -0.18

Atomic partial charges in e from the natural (NBO) method, atoms 1 to 5:
1. C 0.592
2. C -0.250
3. C 0.060
4. C -0.331
5. C 0.042